[1]
Below is C22H39NO2 as an isolated structure, with properties calculated with wB97M-V/def2-TZVPD.

frontier orbital gap = 9.0 eV
HOMO level = -8.76 eV

Structure (ORCA input):
```
! wB97M-V def2-TZVPD RIJCOSX def2/J DEFGRID3
* xyz 0 1
C 2.97 -2.53 -0.90
H 3.54 -3.36 -0.94
H 1.95 -2.81 -1.58
H 3.55 -1.79 -1.57
C 2.77 -1.97 0.24
C 4.00 -1.37 1.09
C 5.17 -2.33 1.49
C 4.54 -3.57 2.16
C 3.34 -4.28 1.60
C 2.22 -3.13 1.36
C 0.82 -4.03 0.97
C -0.20 -3.00 0.80
C 0.28 -1.56 -0.20
C -1.06 -0.68 -0.04
H -1.84 -1.18 -0.63
C -1.32 -0.06 1.40
H -2.00 -0.58 1.79
H -0.46 0.09 2.00
C -2.18 1.28 0.90
H -3.11 1.29 1.34
H -1.52 2.05 1.44
C -1.87 1.42 -0.35
C -1.76 2.95 -0.82
N -2.53 3.85 0.09
H -2.30 4.65 -0.32
C -4.02 3.91 -0.45
C -4.21 4.73 -1.76
O -4.38 5.91 -1.63
H -3.27 6.22 -1.19
H -5.38 4.47 -1.90
H -3.81 4.15 -2.59
H -4.43 4.32 0.29
H -4.33 2.84 -0.46
H -1.70 3.20 -2.02
H -0.58 3.32 -0.65
O -3.27 0.96 -1.07
H -3.07 1.17 -2.25
C -0.71 0.65 -0.70
C -0.75 0.24 -2.43
H 0.10 -0.48 -2.60
H -1.63 -0.13 -2.60
H -0.65 1.11 -2.77
C 0.77 1.15 -0.54
C 1.92 0.21 -0.59
H 1.95 -0.37 -1.65
H 2.65 0.79 -0.36
C 1.52 -0.88 0.35
H 1.41 -0.42 1.34
H 0.53 1.55 0.33
H 0.97 1.85 -1.20
H 0.21 -2.08 -1.12
H -0.43 -2.50 1.82
H -1.29 -3.24 0.37
H 1.10 -4.18 -0.01
H 0.63 -4.51 1.67
H 1.87 -2.67 2.55
H 3.66 -4.72 0.69
H 2.99 -4.99 2.45
H 5.25 -4.27 2.46
H 4.18 -2.88 3.48
H 5.39 -2.76 0.29
H 5.83 -1.80 1.87
H 4.25 -0.62 0.30
H 3.74 -0.97 2.11
*
```

Charges obtained by Löwdin population analysis, quoted in units of e:
1 C -0.1281
2 H 0.0477
3 H 0.1829
4 H 0.1385
5 C -0.4543
6 C -0.1277
7 C -0.1723
8 C -0.2241
9 C -0.1882
10 C -0.1279
11 C -0.1495
12 C -0.1226
13 C -0.1378
14 C -0.1748
15 H 0.1471
16 C -0.0060
17 H 0.0216
18 H 0.1000
19 C -0.1094
20 H 0.1148
21 H 0.1671
22 C -0.5081
23 C -0.1425
24 N -0.0101
25 H -0.0120
26 C -0.1086
27 C -0.5102
28 O -0.0120
29 H 0.2657
30 H 0.1691
31 H 0.1051
32 H 0.0221
33 H 0.1177
34 H 0.1579
35 H 0.1590
36 O -0.1426
37 H 0.2239
38 C -0.2958
39 C 0.0688
40 H 0.0949
41 H -0.0089
42 H -0.0161
43 C -0.1144
44 C -0.1265
45 H 0.1661
46 H 0.0587
47 C -0.2123
48 H 0.1491
49 H 0.0751
50 H 0.0725
51 H 0.0889
52 H 0.1127
53 H 0.1392
54 H 0.0866
55 H -0.0211
56 H 0.1994
57 H 0.0918
58 H 0.1442
59 H 0.0536
60 H 0.2046
61 H 0.1821
62 H 0.0027
63 H 0.1111
64 H 0.1215

=====

[2]
Below is C22H39O11Y as an isolated structure, with properties calculated with wB97M-V/def2-TZVPD.

frontier orbital gap = 6.9 eV
HOMO level = -6.57 eV

Structure (ORCA input):
```
! wB97M-V def2-TZVPD RIJCOSX def2/J DEFGRID3
* xyz 0 1
Y 0.56 -0.16 -0.69
C 2.07 3.84 -1.17
C 1.81 2.90 -2.36
O 1.44 1.58 -2.08
H 2.78 3.30 -0.54
H 1.24 4.02 -0.50
H 2.42 4.81 -1.52
H 1.14 3.42 -3.05
H 2.76 2.83 -2.89
C -2.11 -3.24 1.77
C -1.58 -1.80 1.89
O -1.10 -1.14 0.75
H -1.19 -3.82 1.64
H -2.69 -3.44 0.87
H -2.59 -3.64 2.66
H -0.85 -1.73 2.69
H -2.44 -1.23 2.24
C 4.28 -1.92 -2.88
C 3.30 -2.44 -1.80
O 2.45 -1.59 -1.10
H 5.25 -2.41 -2.78
H 4.57 -0.87 -2.82
H 3.85 -2.09 -3.86
H 3.86 -3.06 -1.10
H 2.56 -3.04 -2.34
O -0.30 -1.65 -2.38
C -0.84 -2.75 -2.54
O -0.62 -3.52 -3.60
C -1.50 -4.70 -3.63
C -2.52 -4.41 -2.63
C -1.83 -3.45 -1.68
H -0.93 -5.57 -3.32
H -1.88 -4.87 -4.63
H -2.85 -5.28 -2.07
H -3.39 -3.96 -3.11
H -1.40 -4.10 -0.93
H -2.51 -2.72 -1.24
O 1.99 -0.01 1.33
C 2.90 -0.15 2.13
O 3.35 0.94 2.93
C 4.41 0.52 3.82
C 4.96 -0.70 3.11
C 3.75 -1.36 2.39
H 3.84 0.19 4.70
H 5.09 1.28 4.21
H 5.43 -1.28 3.90
H 5.73 -0.24 2.49
H 3.07 -1.97 2.98
H 4.11 -1.93 1.53
O -1.61 0.69 -1.52
C -2.67 1.37 -1.63
O -2.77 2.73 -2.04
C -4.15 3.16 -1.82
C -4.64 2.28 -0.72
C -3.98 0.92 -0.92
H -4.57 3.04 -2.82
H -4.20 4.18 -1.45
H -5.72 2.22 -0.81
H -4.37 2.71 0.25
H -4.40 0.41 -1.79
H -3.68 0.35 -0.04
O 0.27 1.86 0.71
C -0.31 2.47 1.60
O 0.39 3.33 2.37
C -0.35 4.06 3.27
C -1.80 3.65 3.02
C -1.75 2.43 2.05
H -0.39 5.13 3.05
H -0.11 3.75 4.29
H -2.26 4.53 2.57
H -2.38 3.36 3.89
H -2.45 2.55 1.23
H -1.90 1.44 2.49
*
```

Charges obtained by Löwdin population analysis, quoted in units of e:
1 Y 1.6757
2 C -0.1106
3 C -0.4451
4 O -0.4104
5 H 0.0660
6 H 0.0383
7 H 0.0613
8 H 0.0828
9 H 0.0850
10 C -0.1032
11 C -0.4491
12 O -0.4117
13 H 0.0618
14 H 0.0419
15 H 0.0662
16 H 0.0886
17 H 0.0708
18 C -0.0944
19 C -0.4314
20 O -0.4286
21 H 0.0496
22 H 0.0617
23 H 0.0561
24 H 0.0751
25 H 0.0760
26 O -0.0047
27 C -0.3996
28 O 0.0692
29 C -0.1315
30 C -0.1814
31 C -0.0775
32 H 0.1329
33 H 0.1329
34 H 0.1270
35 H 0.1239
36 H 0.1353
37 H 0.1250
38 O 0.0154
39 C -0.3558
40 O 0.0037
41 C -0.1681
42 C -0.1488
43 C -0.0292
44 H 0.1161
45 H 0.1289
46 H 0.1138
47 H 0.1229
48 H 0.1377
49 H 0.1276
50 O -0.0222
51 C -0.3069
52 O 0.0108
53 C -0.1503
54 C -0.1754
55 C -0.0454
56 H 0.1318
57 H 0.1294
58 H 0.1194
59 H 0.1047
60 H 0.1322
61 H 0.1255
62 O 0.0035
63 C -0.3832
64 O 0.0575
65 C -0.1764
66 C -0.1333
67 C -0.0273
68 H 0.1311
69 H 0.1331
70 H 0.1084
71 H 0.1123
72 H 0.1012
73 H 0.1313

=====

[3]
Below is C22H40BiN8O5P2S2Se2Te2 as an isolated structure, with properties calculated with wB97M-V/def2-TZVPD.

frontier orbital gap (alpha / beta) = 7.0 / 6.2 eV
HOMO level (alpha / beta) = -6.87 / -7.25 eV

Structure (ORCA input):
```
! wB97M-V def2-TZVPD RIJCOSX def2/J DEFGRID3
* xyz 0 2
Bi 2.19 -0.88 1.48
N -0.02 -3.68 -2.12
C -0.97 -3.54 -1.14
C -0.29 -3.14 -0.03
N 1.05 -3.01 -0.31
C 1.19 -3.35 -1.57
C 2.43 -3.39 -2.33
N 3.58 -2.93 -1.93
C 4.47 -3.18 -2.95
C 3.84 -3.80 -3.98
N 2.53 -3.93 -3.58
H -0.20 -3.94 -3.07
H -2.01 -3.72 -1.32
H -0.66 -2.89 0.94
H 5.51 -2.90 -2.86
H 4.18 -4.15 -4.94
H 1.81 -4.38 -4.12
C 1.90 5.38 -0.05
C 2.41 4.91 1.30
O 1.40 4.16 1.99
P 1.13 2.59 1.82
S -0.27 2.25 0.48
S 2.95 1.74 1.52
O 0.52 2.20 3.23
C 1.12 2.58 4.49
C 0.11 2.25 5.57
H 2.64 6.03 -0.51
H 0.96 5.93 0.07
H 1.72 4.53 -0.71
H 2.64 5.74 1.95
H 3.30 4.30 1.19
H 1.37 3.64 4.45
H 2.03 1.99 4.62
H -0.78 2.88 5.46
H 0.55 2.43 6.55
H -0.18 1.21 5.49
Se 4.60 -1.97 1.02
Te 5.78 -2.65 3.13
Te 4.91 -5.04 3.61
Se 2.59 -0.87 4.11
C -4.87 0.82 -3.15
C -3.94 1.32 -2.05
N -2.52 1.22 -2.41
C -1.82 2.45 -2.75
C -2.14 2.97 -4.14
C -1.93 0.01 -2.30
O -2.54 -0.98 -1.91
C -0.48 -0.08 -2.66
C -0.01 -0.20 -3.95
C 1.35 -0.33 -4.16
C 2.20 -0.32 -3.06
N 1.76 -0.20 -1.81
C 0.45 -0.09 -1.62
H -5.91 0.90 -2.83
H -4.66 -0.22 -3.38
H -4.74 1.41 -4.06
H -4.10 0.72 -1.15
H -4.14 2.36 -1.81
H -0.75 2.28 -2.65
H -2.08 3.20 -2.00
H -1.93 2.21 -4.90
H -1.54 3.85 -4.37
H -3.19 3.25 -4.23
H -0.71 -0.21 -4.79
H 1.76 -0.43 -5.15
H 3.27 -0.41 -3.18
H 0.11 0.00 -0.60
N -0.87 -3.55 4.59
C -1.85 -3.14 3.59
P -1.52 -1.38 3.31
O -1.88 -0.59 4.53
O -0.20 -1.17 2.64
C -2.69 -0.67 2.05
N -2.30 0.78 2.19
H -1.12 -3.21 5.51
H 1.64 -1.96 4.37
H -0.76 -4.56 4.63
H -2.90 -3.26 3.91
H -1.70 -3.71 2.67
H -3.73 -0.75 2.34
H -2.53 -0.99 1.02
H -1.34 0.95 1.81
H -2.23 0.95 3.21
H -2.93 1.43 1.74
*
```

Charges obtained by Löwdin population analysis, quoted in units of e:
1 Bi 0.9201
2 N 0.1180
3 C -0.0823
4 C -0.1448
5 N 0.0621
6 C -0.2871
7 C -0.3016
8 N 0.0932
9 C -0.1387
10 C -0.0932
11 N 0.1002
12 H 0.1474
13 H 0.1120
14 H 0.0586
15 H 0.1031
16 H 0.1049
17 H 0.1431
18 C -0.0801
19 C -0.2995
20 O -0.3363
21 P -0.1010
22 S 0.3868
23 S 0.1938
24 O -0.3618
25 C -0.2827
26 C -0.0660
27 H 0.0788
28 H 0.0798
29 H 0.0626
30 H 0.1197
31 H 0.0609
32 H 0.1121
33 H 0.0614
34 H 0.0791
35 H 0.0812
36 H 0.0621
37 Se -0.2818
38 Te 0.0533
39 Te 0.0212
40 Se 0.1999
41 C -0.0667
42 C -0.2013
43 N -0.0478
44 C -0.2266
45 C -0.0653
46 C -0.4225
47 O 0.0484
48 C -0.1429
49 C -0.0168
50 C -0.0510
51 C -0.1414
52 N 0.0849
53 C -0.1771
54 H 0.0764
55 H 0.0727
56 H 0.0650
57 H 0.1101
58 H 0.1198
59 H 0.1010
60 H 0.1058
61 H 0.0714
62 H 0.0778
63 H 0.0673
64 H 0.1191
65 H 0.1028
66 H 0.1072
67 H 0.0152
68 N -0.0312
69 C -0.3284
70 P 0.3730
71 O -0.3484
72 O -0.5602
73 C -0.1797
74 N 0.0683
75 H 0.0693
76 H -0.2450
77 H 0.0667
78 H 0.0873
79 H 0.0761
80 H 0.0969
81 H 0.0824
82 H -0.0297
83 H 0.1230
84 H 0.1357

=====

[4]
Below is C22H40ClIN4Pd as an isolated structure, with properties calculated with wB97M-V/def2-TZVPD.

frontier orbital gap (alpha / beta) = 1.6 / 5.5 eV
HOMO level (alpha / beta) = 2.45 / -3.68 eV

Structure (ORCA input):
```
! wB97M-V def2-TZVPD RIJCOSX def2/J DEFGRID3
* xyz -2 5
Pd -0.03 -0.11 0.04
Cl 0.60 2.09 -0.80
C 1.58 1.19 3.83
C 0.43 0.56 1.97
N 1.67 0.68 2.54
H -0.21 1.79 4.95
N -0.43 1.01 2.94
H 2.43 1.37 4.45
C 3.00 0.31 1.92
C 4.14 0.79 2.83
C 3.07 -1.21 1.80
H 4.16 0.25 3.79
H 5.08 0.58 2.31
H 4.09 1.87 3.02
H 4.17 1.01 0.26
H 2.79 2.06 0.65
H 2.13 -1.63 1.45
C 3.13 1.02 0.58
H 3.30 -1.66 2.77
H 3.87 -1.48 1.10
H 2.51 0.54 -0.18
C 0.27 1.40 4.07
C -2.64 -0.11 3.15
H -2.19 -0.61 4.02
H -3.69 0.09 3.36
C -1.92 1.20 2.84
H -3.32 1.63 1.25
C -2.38 2.24 3.88
H -1.77 3.15 3.86
H -2.57 -0.79 2.30
H -1.69 1.17 0.67
H -2.38 1.83 4.89
H -3.40 2.53 3.63
C -2.24 1.72 1.43
H -1.96 2.78 1.35
C -0.26 -1.41 -4.07
N 0.40 -1.19 -2.87
H -2.38 -1.09 -4.56
N -1.66 -0.61 -2.57
H 0.22 -1.79 -4.95
C 1.90 -1.38 -2.76
C 2.38 -2.32 -3.87
C 2.57 -0.01 -2.93
H 2.37 -1.84 -4.86
H 3.41 -2.60 -3.65
H 1.78 -3.24 -3.91
H 3.31 -1.99 -1.27
H 1.90 -3.06 -1.39
H 1.97 0.79 -2.48
C 2.23 -2.02 -1.42
H 2.69 0.22 -4.00
H 3.56 -0.03 -2.47
H 1.74 -1.48 -0.60
C -1.55 -1.06 -3.88
C -2.95 1.37 -1.86
H -3.04 1.85 -2.84
H -3.77 1.70 -1.22
C -2.98 -0.15 -2.00
H -4.14 -0.49 -0.21
C -4.12 -0.52 -2.95
H -4.14 -1.60 -3.18
H -2.00 1.71 -1.43
H -2.38 -0.68 0.03
H -4.08 0.05 -3.89
H -5.06 -0.28 -2.45
C -3.21 -0.86 -0.66
H -3.30 -1.94 -0.81
C -0.45 -0.68 -1.92
I -0.56 -2.61 0.97
*
```

Charges obtained by Löwdin population analysis, quoted in units of e:
1 Pd 0.2213
2 Cl -0.0614
3 C -0.0677
4 C -0.2117
5 N -0.0169
6 H 0.0983
7 N -0.0151
8 H 0.0957
9 C -0.5268
10 C -0.0866
11 C -0.0469
12 H 0.0726
13 H 0.0833
14 H 0.0832
15 H 0.0839
16 H 0.0460
17 H -0.0124
18 C -0.1118
19 H 0.0797
20 H 0.0843
21 H -0.0121
22 C -0.0743
23 C -0.0525
24 H 0.0840
25 H 0.0830
26 C -0.5282
27 H 0.0865
28 C -0.0790
29 H 0.0840
30 H 0.0143
31 H -0.0205
32 H 0.0753
33 H 0.0843
34 C -0.0723
35 H 0.0919
36 C -0.1148
37 N -0.0176
38 H 0.0657
39 N -0.0159
40 H 0.0735
41 C -0.5267
42 C -0.1399
43 C -0.0545
44 H 0.0572
45 H 0.0780
46 H 0.0669
47 H 0.0832
48 H 0.0814
49 H 0.0023
50 C -0.0966
51 H 0.0725
52 H 0.0780
53 H -0.0346
54 C -0.1204
55 C -0.0594
56 H 0.0772
57 H 0.0772
58 C -0.5288
59 H 0.0855
60 C -0.1895
61 H 0.0525
62 H 0.0093
63 H -0.0554
64 H 0.0519
65 H 0.0705
66 C -0.1069
67 H 0.0779
68 C -0.2180
69 I -0.4370

=====

[5]
Below is C22H40GeNOPRuS as an isolated structure, with properties calculated with wB97M-V/def2-TZVPD.

frontier orbital gap (alpha / beta) = 6.8 / 4.5 eV
HOMO level (alpha / beta) = -20.44 / -20.43 eV

Structure (ORCA input):
```
! wB97M-V def2-TZVPD RIJCOSX def2/J DEFGRID3
* xyz 4 5
Ru 0.02 0.42 0.10
C 2.25 0.69 -2.35
P 1.56 -0.64 -1.35
C 2.92 -1.44 -0.49
C 0.89 -1.87 -2.54
C 0.38 -1.40 -3.80
C 0.11 -2.29 -4.80
C 0.27 -3.68 -4.54
C 0.77 -4.15 -3.27
C 1.03 -3.26 -2.28
H 1.48 1.29 -2.82
H 2.91 0.27 -3.12
H 2.86 1.33 -1.70
H 3.60 -1.85 -1.24
H 2.58 -2.25 0.16
H 3.45 -0.70 0.10
H 0.25 -0.34 -3.99
H -0.23 -1.95 -5.77
H -0.03 -4.40 -5.30
H 0.94 -5.21 -3.12
H 1.39 -3.62 -1.32
C -5.68 0.26 3.75
C -4.88 -0.89 3.17
C -4.01 -0.27 1.91
C -3.14 -1.37 1.51
Ge -1.97 -1.09 -0.18
C -3.03 -0.91 -1.82
C -3.76 0.39 -2.15
C -4.59 0.21 -3.44
C -5.89 -0.56 -3.22
H -6.43 -0.25 4.39
H -6.19 0.86 3.00
H -5.12 0.91 4.41
H -5.49 -1.68 2.73
H -4.25 -1.36 3.92
H -3.47 0.59 2.32
H -4.69 0.07 1.14
H -3.68 -2.24 1.11
H -2.44 -1.71 2.27
H -1.26 -2.48 -0.25
H -3.73 -1.74 -1.69
H -2.31 -1.20 -2.60
H -3.05 1.20 -2.29
H -4.44 0.66 -1.34
H -3.98 -0.26 -4.21
H -4.81 1.21 -3.82
H -5.74 -1.64 -3.18
H -6.57 -0.40 -4.06
H -6.41 -0.25 -2.31
S 2.23 -0.18 3.98
C 1.34 -1.60 3.64
C 0.70 -1.49 2.46
N 0.93 -0.28 1.81
C 1.73 0.51 2.54
H 1.33 -2.43 4.33
H 0.09 -2.25 1.99
H 2.05 1.49 2.23
C 0.21 3.28 0.25
C -0.95 2.97 -0.67
C -2.28 3.30 -0.02
O -0.92 1.53 -1.00
H 0.25 4.34 0.49
H 1.17 3.04 -0.22
H 0.09 2.76 1.21
H -0.86 3.52 -1.61
H -2.41 2.70 0.88
H -3.12 3.11 -0.70
H -2.31 4.35 0.25
*
```

Charges obtained by Löwdin population analysis, quoted in units of e:
1 Ru 1.0041
2 C -0.1954
3 P 0.8685
4 C -0.1949
5 C -0.2556
6 C -0.0280
7 C 0.0376
8 C 0.1517
9 C 0.0603
10 C -0.0406
11 H 0.0606
12 H 0.0920
13 H 0.0758
14 H 0.0947
15 H 0.0583
16 H 0.0733
17 H 0.1283
18 H 0.1514
19 H 0.1586
20 H 0.1530
21 H 0.1238
22 C -0.0327
23 C -0.1188
24 C -0.1835
25 C -0.2544
26 Ge 0.9549
27 C -0.3185
28 C -0.2755
29 C -0.2402
30 C -0.0843
31 H 0.1477
32 H 0.1031
33 H 0.1037
34 H 0.1352
35 H 0.1289
36 H 0.1231
37 H 0.1241
38 H 0.1089
39 H 0.0805
40 H -0.0250
41 H 0.0892
42 H 0.0581
43 H 0.0859
44 H 0.1042
45 H 0.1109
46 H 0.1184
47 H 0.0741
48 H 0.0893
49 H 0.0804
50 S 1.2218
51 C -0.2975
52 C -0.2355
53 N -0.2450
54 C -0.4445
55 H 0.1109
56 H 0.0965
57 H 0.0954
58 C -0.0606
59 C -0.4300
60 C -0.0180
61 O -0.3796
62 H 0.1231
63 H 0.0810
64 H 0.0687
65 H 0.1618
66 H 0.0802
67 H 0.0897
68 H 0.1165

=====

[6]
Below is C22H40N10OPt as an isolated structure, with properties calculated with wB97M-V/def2-TZVPD.

frontier orbital gap (alpha / beta) = 8.5 / 6.7 eV
HOMO level (alpha / beta) = -13.35 / -13.36 eV

Structure (ORCA input):
```
! wB97M-V def2-TZVPD RIJCOSX def2/J DEFGRID3
* xyz 2 3
Pt -0.15 -0.18 0.04
C 1.53 -2.11 -1.77
N 1.92 -2.69 -0.47
C 2.57 -4.00 -0.49
C 3.10 -4.22 0.91
N 2.60 -3.09 1.63
C 2.60 -3.05 3.04
C 1.93 -2.20 0.82
N 1.40 -1.03 1.18
C 2.09 -0.18 2.11
C 1.63 1.29 2.01
N 0.37 1.48 1.28
C -0.36 2.60 1.43
N -1.65 2.78 1.08
C -2.60 1.87 0.50
C -2.06 4.15 1.35
C -0.91 4.76 2.11
N 0.14 3.76 1.90
C 1.43 4.09 2.46
H 1.90 -2.89 -2.48
H 2.03 -1.15 -1.90
H 0.47 -1.97 -1.90
H 3.32 -4.10 -1.24
H 1.82 -4.80 -0.76
H 4.21 -4.33 1.00
H 2.74 -5.19 1.33
H 2.76 -4.04 3.51
H 1.70 -2.59 3.43
H 3.44 -2.43 3.48
H 3.19 -0.14 1.97
H 1.94 -0.55 3.15
H 2.46 1.87 1.50
H 1.53 1.61 3.08
H -2.36 0.85 0.81
H -2.58 1.87 -0.60
H -3.63 2.17 0.84
H -2.99 4.19 1.93
H -2.26 4.66 0.39
H -1.08 4.87 3.18
H -0.62 5.74 1.72
H 1.37 5.14 2.79
H 2.27 3.93 1.74
H 1.64 3.57 3.41
C -4.01 -3.52 -1.46
N -3.40 -2.87 -0.31
C -3.87 -3.12 0.95
C -3.30 -2.55 2.03
C -2.23 -1.64 1.83
N -1.76 -1.51 0.58
C -2.19 -2.26 -0.47
O -1.51 -2.41 -1.52
N -1.68 -0.96 2.88
H -4.31 -2.80 -2.21
H -4.89 -4.14 -1.13
H -3.28 -4.23 -1.89
H -4.65 -3.88 1.03
H -3.69 -2.72 3.03
H -2.20 -0.87 3.75
H -0.93 -0.32 2.68
C 1.01 3.38 -3.80
C 0.64 1.90 -3.93
C 1.72 1.13 -4.70
C -0.73 1.77 -4.59
C 0.50 1.30 -2.57
N -0.03 0.77 -1.66
H 1.26 3.85 -4.77
H 1.83 3.53 -3.07
H 0.19 3.97 -3.29
H 1.81 1.44 -5.77
H 1.53 0.02 -4.69
H 2.73 1.28 -4.23
H -0.74 1.97 -5.68
H -1.45 2.46 -4.08
H -1.20 0.75 -4.41
*
```

Charges obtained by Löwdin population analysis, quoted in units of e:
1 Pt 1.2489
2 C -0.0427
3 N -0.0719
4 C -0.1199
5 C -0.1172
6 N -0.0920
7 C -0.0515
8 C -0.2962
9 N -0.1117
10 C -0.2237
11 C -0.2096
12 N -0.0892
13 C -0.3212
14 N -0.0895
15 C -0.0456
16 C -0.1107
17 C -0.1062
18 N -0.0807
19 C -0.0447
20 H 0.1152
21 H 0.0709
22 H 0.0208
23 H 0.1173
24 H 0.1453
25 H 0.1465
26 H 0.1367
27 H 0.1125
28 H 0.0807
29 H 0.1112
30 H 0.1337
31 H 0.0993
32 H 0.1211
33 H 0.1190
34 H 0.0303
35 H 0.0899
36 H 0.1157
37 H 0.1376
38 H 0.1408
39 H 0.1344
40 H 0.1385
41 H 0.1052
42 H 0.1075
43 H 0.0942
44 C 0.0111
45 N -0.0400
46 C 0.0017
47 C 0.0109
48 C -0.3456
49 N 0.0062
50 C -0.4856
51 O 0.0137
52 N 0.1861
53 H 0.1047
54 H 0.1166
55 H 0.1082
56 H 0.1545
57 H 0.1271
58 H 0.1379
59 H 0.0670
60 C -0.0426
61 C -0.5941
62 C -0.0458
63 C -0.0419
64 C -0.0400
65 N 0.0041
66 H 0.1102
67 H 0.0916
68 H 0.0994
69 H 0.1092
70 H 0.1008
71 H 0.1080
72 H 0.1089
73 H 0.0989
74 H 0.1098